(1)
The following is a quantum chemistry calculation of a structure of composition C28H50InN7O5P2S, from the Open Molecules 2025 dataset.

```
94
Properties=species:S:1:pos:R:3:mulliken_charge:R:1
In -0.71 -1.25 0.89 1.72
C 1.24 -3.08 4.41 -1.76
C 0.56 -1.98 3.63 0.37
O 0.47 -2.20 2.37 -0.54
C 0.09 -0.88 4.31 -1.13
C -0.78 0.12 3.78 1.44
C -1.40 1.10 4.74 -1.60
N -1.11 0.18 2.52 0.21
N -2.11 1.10 2.17 -0.82
C -2.91 0.55 1.30 0.34
O -2.82 -0.67 0.87 -1.09
C -3.97 1.41 0.71 0.14
C -4.03 2.77 0.96 -0.07
C -4.97 3.56 0.33 -0.84
C -5.88 3.00 -0.56 -0.38
C -5.84 1.63 -0.81 -0.87
C -4.88 0.84 -0.18 0.07
H 1.89 -3.65 3.75 0.29
H 0.48 -3.76 4.81 0.39
H 1.81 -2.69 5.25 0.46
H 0.27 -0.84 5.37 0.26
H -0.91 1.03 5.72 0.46
H -2.46 0.88 4.86 0.33
H -1.33 2.11 4.35 0.30
H -3.32 3.20 1.66 0.43
H -5.00 4.63 0.52 0.40
H -6.61 3.61 -1.06 0.41
H -6.54 1.18 -1.49 0.42
H -4.83 -0.23 -0.36 0.45
C 4.22 0.21 -2.65 -1.03
N 3.52 -0.41 -1.55 0.76
C 4.35 -1.18 -0.63 -0.71
P 1.89 -0.64 -1.59 -1.13
O 1.41 -1.20 -0.32 0.36
O 1.35 0.85 -1.93 0.32
P 0.23 1.62 -1.08 -1.87
O -0.65 0.74 -0.28 1.09
N 1.12 2.61 -0.12 0.96
C 2.30 3.31 -0.61 -0.96
C 0.30 3.41 0.81 -0.85
N -0.63 2.44 -2.20 0.77
C 0.03 3.13 -3.30 -1.11
C -2.08 2.29 -2.34 -0.69
N 1.36 -1.45 -2.90 0.86
C 1.39 -2.92 -2.83 -1.29
C 1.24 -0.91 -4.24 -1.00
H 4.75 -0.53 -3.26 0.31
H 4.95 0.92 -2.27 0.36
H 3.53 0.75 -3.30 0.21
H 4.93 -1.93 -1.17 0.32
H 3.72 -1.68 0.10 -0.13
H 5.03 -0.51 -0.10 0.32
H 2.83 2.70 -1.34 0.21
H 2.98 3.49 0.23 0.28
H 2.05 4.28 -1.06 0.30
H -0.53 2.81 1.19 -0.01
H -0.09 4.31 0.32 0.25
H 0.92 3.72 1.64 0.38
H 1.10 3.16 -3.15 0.26
H -0.34 4.16 -3.37 0.34
H -0.17 2.63 -4.25 0.35
H -2.49 1.77 -1.49 -0.12
H -2.33 1.73 -3.25 0.27
H -2.55 3.28 -2.40 0.39
H 1.31 -3.25 -1.80 0.19
H 2.30 -3.32 -3.29 0.32
H 0.52 -3.31 -3.36 0.43
H 1.99 -1.34 -4.91 0.33
H 1.36 0.17 -4.24 0.19
H 0.25 -1.14 -4.64 0.32
C 2.46 1.63 3.46 -0.54
S 2.96 0.61 2.06 0.45
C 3.77 -0.70 3.00 -0.84
H 3.32 2.11 3.93 0.45
H 1.93 1.01 4.19 0.10
H 1.78 2.38 3.09 -0.11
H 3.08 -1.11 3.73 -0.02
H 4.67 -0.33 3.50 0.43
H 4.05 -1.49 2.30 0.25
C -2.19 -1.19 -2.24 -0.21
C -1.78 -2.54 -1.73 0.69
C -1.97 -3.75 -2.34 -1.14
C -1.37 -4.74 -1.52 -1.00
C -0.84 -4.09 -0.43 0.67
C -0.10 -4.68 0.72 -1.34
N -1.08 -2.73 -0.55 0.35
H -2.83 -1.33 -3.12 0.58
H -1.32 -0.60 -2.54 -0.44
H -2.74 -0.62 -1.49 -0.42
H -2.50 -3.91 -3.28 0.47
H -1.34 -5.81 -1.69 0.47
H 0.16 -5.72 0.49 0.43
H -0.70 -4.69 1.64 0.27
H 0.82 -4.14 0.95 0.14
```

Calculated values
Energy ... -3127.69190 hartree
HOMO level ... -6.662 eV
Frontier orbital gap ... 0.25735 Eh

---

(2)
The following is a quantum chemistry calculation of a structure of composition C7H13N, from the Open Molecules 2025 dataset.

```
21
Properties=species:S:1:pos:R:3:nbo_charge:R:1
C -0.90 -0.88 -1.09 -0.45
C 1.08 -2.07 0.08 -0.63
C 1.66 1.00 0.51 -0.58
C 0.52 -0.85 -0.61 0.02
N -1.39 1.98 -0.16 -0.85
C -1.20 0.92 0.77 -0.13
C -1.22 -0.39 0.30 -0.21
C 1.21 0.35 -0.69 -0.24
H -2.08 1.81 -0.88 0.37
H -1.53 2.88 0.27 0.37
H -1.11 -0.15 -1.87 0.22
H -1.30 -1.86 -1.33 0.21
H -1.64 1.07 1.75 0.21
H -1.38 -1.16 1.04 0.21
H 0.85 1.05 -1.44 0.20
H 0.29 -2.73 0.45 0.20
H 1.73 -1.82 0.91 0.22
H 1.67 -2.65 -0.64 0.22
H 0.44 1.20 1.00 0.21
H 2.09 0.36 1.28 0.21
H 2.21 1.92 0.38 0.22
```

Calculated values
Energy ... -329.14604 hartree
HOMO level ... -7.556 eV
Frontier orbital gap ... 0.31635 Eh

---

(3)
The following is a quantum chemistry calculation of the molecule C4H6FN, from the Open Molecules 2025 dataset.

```
12
Properties=species:S:1:pos:R:3:nbo_charge:R:1
C 2.65 -0.04 0.32 -0.04
N 1.91 -0.40 -0.61 -0.45
C 0.64 -0.68 -0.66 -0.10
C -0.45 -0.31 0.36 0.42
C -1.80 -0.80 0.16 -0.70
F -0.06 0.68 1.24 -0.34
H 3.67 0.16 0.08 0.17
H 2.23 0.24 1.26 0.15
H 0.28 -1.46 -1.41 0.19
H -1.81 -1.57 -0.60 0.25
H -2.17 -1.08 1.12 0.23
H -2.46 -0.01 -0.16 0.23
```

Calculated values
Energy ... -310.52793 hartree
HOMO level ... -8.097 eV
SMILES ... C=N/C=C(/C)F
Frontier orbital gap ... 0.30826 Eh

---

(4)
The following is a quantum chemistry calculation of a structure of composition C4H6LuO2, from the Open Molecules 2025 dataset.

```
13
Properties=species:S:1:pos:R:3:mulliken_charge:R:1
O 1.74 -1.72 -1.12 -0.50
C 0.94 -0.58 -0.94 -0.35
C 0.62 -0.47 0.55 -0.27
C -0.51 0.43 0.83 -0.28
C -1.00 1.59 0.99 -0.14
H 1.83 -1.91 -2.06 0.31
H 0.00 -0.66 -1.52 0.27
H 1.46 0.33 -1.27 0.31
H 1.50 -0.09 1.08 0.25
H 0.37 -1.48 0.93 0.28
H -1.03 2.30 1.83 0.35
O -2.82 2.09 0.11 -0.66
Lu -3.10 0.17 0.58 1.43
```

Calculated values
Energy ... -1541.58802 hartree
HOMO level (alpha / beta) ... -12.710 / -12.712 eV
Frontier orbital gap (alpha / beta) ... 0.23878 / 0.23882 Eh
Total charge ... +1

---

(5)
The following is a quantum chemistry calculation of a cluster of 10 separate species, C22H43Cl18N in total, from the Open Molecules 2025 dataset.

```
84
Properties=species:S:1:pos:R:3:mulliken_charge:R:1
C -3.15 2.45 3.52 -1.33
C -3.06 3.18 2.18 0.76
C -2.27 4.46 2.07 -0.18
C -1.02 4.64 2.81 0.15
N -0.02 4.75 3.39 -0.50
H -2.18 1.99 3.70 0.28
H -3.79 1.57 3.44 0.31
H -3.43 3.11 4.33 0.38
H -4.10 3.33 1.90 0.37
H -2.63 2.52 1.43 -0.54
H -2.94 5.26 2.36 0.38
H -1.90 4.73 1.08 -0.04
Cl 3.28 4.71 -0.24 -0.18
C 1.63 5.02 0.34 0.68
C 1.59 6.34 0.99 -0.29
Cl 1.70 7.69 -0.19 -0.22
H 1.46 4.25 1.09 -0.16
H 0.85 4.84 -0.40 -0.36
H 2.32 6.44 1.79 0.43
H 0.63 6.46 1.49 0.13
Cl -2.99 -0.76 1.95 -0.05
C -4.55 -0.39 1.27 -0.57
C -4.36 -0.21 -0.19 -0.42
Cl -3.61 1.25 -0.69 -0.05
H -5.03 0.44 1.78 0.35
H -5.19 -1.26 1.40 0.37
H -5.32 -0.34 -0.68 0.38
H -3.76 -1.03 -0.60 0.04
Cl 0.47 -1.33 4.22 -0.17
C 0.69 -2.84 3.28 0.11
C 0.83 -3.99 4.31 -0.40
Cl 2.45 -3.99 5.01 -0.19
H 1.59 -2.74 2.68 -0.01
H -0.14 -2.98 2.58 -0.03
H 0.64 -4.96 3.85 0.25
H 0.07 -3.79 5.07 0.41
Cl 1.41 -1.62 0.33 0.00
C 0.02 -0.56 0.11 -0.04
C 0.36 0.89 -0.29 0.55
Cl 1.19 1.61 1.07 -0.25
H -0.53 -0.57 1.05 -0.21
H -0.69 -1.10 -0.52 0.23
H -0.54 1.51 -0.37 -0.60
H 0.96 1.04 -1.18 0.22
Cl 1.47 -5.54 1.09 -0.11
C 3.07 -5.18 0.52 -0.71
C 3.15 -4.65 -0.91 0.17
Cl 4.84 -4.17 -1.20 -0.18
H 3.69 -6.07 0.65 0.44
H 3.48 -4.41 1.17 0.30
H 2.48 -3.79 -0.96 -0.23
H 2.76 -5.26 -1.72 0.37
Cl -3.05 -6.93 0.76 -0.20
C -2.22 -5.33 0.79 -0.06
C -2.79 -4.33 -0.16 0.38
Cl -4.49 -3.86 0.13 -0.20
H -1.20 -5.64 0.59 -0.13
H -2.26 -5.00 1.82 0.30
H -2.72 -4.70 -1.18 0.39
H -2.26 -3.37 -0.10 -0.44
Cl -2.46 3.20 -4.62 -0.18
C -0.84 3.91 -4.17 -0.26
C -0.87 4.80 -2.91 -0.83
Cl -1.28 3.81 -1.45 -0.05
H -0.56 4.66 -4.91 0.33
H -0.05 3.17 -4.07 0.22
H -1.64 5.58 -2.95 0.35
H 0.00 5.37 -2.60 0.38
Cl 6.83 0.17 -0.99 -0.21
C 5.15 -0.46 -1.01 -0.03
C 4.25 0.56 -1.68 -0.04
Cl 4.51 0.78 -3.48 -0.20
H 4.78 -0.54 0.01 0.25
H 5.09 -1.40 -1.55 0.03
H 4.50 1.52 -1.24 0.41
H 3.20 0.33 -1.49 -0.25
Cl 0.83 0.04 -4.21 -0.12
C 0.45 -1.74 -4.16 -0.30
C 1.53 -2.67 -4.61 -0.53
Cl 3.02 -2.64 -3.72 -0.07
H -0.48 -1.81 -4.71 0.37
H 0.19 -1.96 -3.13 -0.02
H 1.80 -2.74 -5.67 0.38
H 1.14 -3.68 -4.49 0.29
```

Calculated values
Energy ... -9202.25854 hartree
HOMO level ... -10.356 eV
SMILES ... CCCC#N.ClCCCl.ClCCCl.ClCCCl.ClCCCl.ClCCCl.ClCCCl.ClCCCl.ClCCCl.ClCCCl
Frontier orbital gap ... 0.37617 Eh